DFT (ωB97M-V/def2-TZVPD) results for 10 unconnected molecules or ions with the total composition C30H70N4O13S3.

Output
Total charge: 0
DFT total energy, Eh: -3576.6499

CARTESIAN COORDINATES (ANGSTROEM)
O1 -2.56 6.16 -2.80
C1 1.12 -4.60 -0.99
C2 -2.76 -4.74 -0.82
H1 4.85 0.00 -0.57
H2 -4.79 3.81 -0.83
C3 4.20 -0.86 -0.36
H3 -3.80 2.50 -1.33
N1 -1.48 -0.09 -3.88
C4 -3.76 3.45 -0.79
H4 -5.89 -0.56 0.33
H5 0.55 1.57 0.60
H6 2.53 5.32 -4.69
H7 4.68 6.53 -5.25
H8 -2.61 2.49 2.50
H9 -5.53 1.07 0.64
H10 1.14 4.15 -0.69
H11 3.43 1.07 -1.97
H12 -0.64 -0.19 -5.83
H13 -3.75 -5.47 -3.38
H14 -3.21 -0.28 -2.85
O2 1.56 -5.13 1.29
C5 5.34 0.58 3.60
H15 5.85 -0.66 5.89
H16 2.30 2.81 -0.69
H17 -0.51 1.04 -2.36
H18 -2.45 -3.87 3.17
H19 -2.04 1.52 -2.61
C6 -3.99 -0.22 1.36
C7 0.18 4.01 4.44
C8 0.60 -5.07 2.21
H20 -4.36 5.41 -2.26
O3 3.31 -3.16 -1.73
H21 -3.55 3.31 0.27
H22 2.07 -4.08 -1.15
C9 4.49 6.06 -4.29
C10 -0.61 -1.45 0.55
H23 -1.20 1.50 0.99
H24 -3.78 -3.72 4.13
C11 2.29 3.83 -2.49
C12 -5.45 0.08 1.10
C13 -2.03 2.76 3.38
C14 -2.60 -0.81 -3.60
H25 1.94 0.33 -2.69
H26 -2.10 -3.99 -0.40
C15 -3.65 -4.39 -3.32
H27 6.42 -1.71 4.72
H28 0.46 -0.15 -4.40
C16 1.21 -4.71 3.56
O4 3.28 4.64 -2.88
C17 -0.35 0.96 0.56
C18 3.46 4.91 -4.28
O5 -5.35 -4.86 -1.27
N2 -0.16 -0.33 1.17
H29 1.20 -1.35 2.46
H30 1.99 0.72 -1.03
O6 -3.27 -1.27 3.80
H31 -2.64 3.06 4.23
H32 2.82 4.48 -0.45
H33 5.80 1.18 4.38
H34 0.98 4.73 4.29
C19 -1.44 4.16 -0.97
H35 -0.57 0.81 -0.49
H36 -3.16 -5.28 0.03
H37 1.97 -6.37 -0.35
O7 3.90 -1.55 2.95
C20 -3.47 -3.46 3.12
N3 3.18 -0.92 -1.38
H38 -3.99 -4.05 2.36
C21 1.18 -5.73 0.03
O8 -1.16 -1.45 -0.53
C22 2.14 3.84 -0.99
H39 6.12 0.18 2.95
C23 5.49 -1.45 5.23
H40 5.39 5.64 -3.84
N4 -2.83 4.41 -1.35
O9 1.66 3.11 -3.22
H41 0.62 -5.13 4.37
H42 -2.22 -5.37 -1.52
H43 0.42 -3.82 -0.64
H44 -2.61 -4.14 -3.54
H45 3.77 4.01 -4.81
C24 2.79 -2.09 -1.98
H46 1.38 0.32 2.50
H47 4.82 1.29 2.94
H48 -0.79 4.96 -1.32
H49 5.20 -2.26 5.90
C25 2.62 0.35 -1.85
H50 4.07 6.84 -3.66
H51 1.95 -1.88 -2.65
H52 0.73 -4.76 -2.00
C26 -3.43 -1.98 2.83
H53 4.74 -1.79 -0.33
O10 -0.59 -5.27 2.10
H54 -1.14 3.22 -1.45
H55 0.02 -0.41 3.33
H56 -0.43 -1.65 -4.90
H57 3.77 -0.56 0.61
S1 4.21 -0.72 4.16
H58 -1.33 4.02 0.10
C27 0.59 -0.44 2.39
O11 -0.11 3.97 1.91
H59 -3.61 0.48 2.11
O12 -2.88 -1.85 -4.15
H60 0.58 2.99 4.43
H61 -3.41 0.04 0.47
O13 -3.88 -1.61 1.63
H62 0.24 -6.27 0.13
H63 1.30 -3.63 3.69
H64 -6.02 0.03 2.02
H65 -0.20 4.20 5.45
H66 -0.26 -2.40 1.00
S2 -1.00 4.23 3.09
C28 -3.25 5.38 -2.18
C29 -0.46 -0.57 -4.82
H67 -0.94 1.95 -3.90
C30 -1.19 1.15 -3.21
S3 -4.19 -3.96 -1.63
H68 2.23 -5.09 3.63
H69 -1.41 1.91 3.64
H70 -4.23 -3.92 -4.11

=====

DFT (ωB97M-V/def2-TZVPD) results for C13H16N4S in the gas phase.

Output
Total charge: 0
DFT total energy, Eh: -1122.1629
Structure (SMILES): Cc1ccc(N[C@H]2Nc3cc(C)nn3S2)c(C)c1
Relative energy (zero: lowest compared OMol25 entry of this formula, charge and spin), kcal/mol: 0.0

CARTESIAN COORDINATES (ANGSTROEM)
H1 4.01 2.20 0.28
H2 2.57 -3.44 0.00
C1 3.58 1.21 0.17
H3 0.05 1.49 -1.88
H4 5.81 -0.31 2.00
S1 -0.98 1.63 0.39
C2 -3.70 -0.79 -0.66
C3 -2.57 -0.03 -0.84
C4 -5.24 -1.10 1.41
C5 5.72 0.21 1.05
H5 0.98 -2.80 0.41
H6 -5.77 -1.81 0.78
H7 1.74 1.98 -0.57
C6 4.32 0.09 0.53
N1 0.43 -0.33 -0.99
C7 -4.08 -0.54 0.68
C8 2.30 1.09 -0.32
H8 -5.92 -0.31 1.71
H9 -4.90 -1.61 2.32
N2 -3.23 0.31 1.26
H10 6.42 -0.24 0.36
H11 5.99 1.25 1.20
C9 1.84 -2.68 -0.25
C10 2.44 -1.31 -0.11
C11 1.71 -0.17 -0.47
N3 -2.34 0.61 0.33
C12 3.73 -1.16 0.38
N4 -1.64 0.24 -1.85
C13 -0.43 0.72 -1.28
H12 -0.04 -1.18 -0.70
H13 -4.18 -1.44 -1.36
H14 -2.01 0.80 -2.60
H15 4.29 -2.04 0.66
H16 1.51 -2.85 -1.28

=====

DFT (ωB97M-V/def2-TZVPD) results for C6H10O in the gas phase.

Output
Total charge: 0
DFT total energy, Eh: -309.8109
Structure (SMILES): C[C@H]1OC[C@H]2C[C@H]21
Relative energy (zero: lowest compared OMol25 entry of this formula, charge and spin), kcal/mol: 19.8

CARTESIAN COORDINATES (ANGSTROEM)
C1 -0.87 -0.07 -0.57
O1 -0.55 1.28 -0.23
H1 1.95 -1.19 1.29
H2 1.10 1.96 0.71
C2 0.41 -0.86 -0.34
C3 1.17 -0.55 0.91
C4 1.50 0.15 -0.37
C5 0.85 1.52 -0.27
H3 2.44 -0.06 -0.88
H4 -2.41 -1.51 -0.12
H5 -1.79 -0.63 1.30
C6 -2.06 -0.53 0.24
H6 0.64 0.06 1.64
H7 0.49 -1.86 -0.77
H8 -1.11 -0.12 -1.65
H9 1.14 2.24 -1.04
H10 -2.89 0.18 0.15

=====

DFT (ωB97M-V/def2-TZVPD) results for C4H5NO2S in the gas phase.

Output
Total charge: 0
DFT total energy, Eh: -758.7602
Structure (SMILES): C=CC(=S)C(=O)NO
Relative energy (zero: lowest compared OMol25 entry of this formula, charge and spin), kcal/mol: 75.2

CARTESIAN COORDINATES (ANGSTROEM)
H1 0.81 -1.99 -0.15
H2 2.66 -2.01 -0.33
O1 -0.98 -0.96 0.69
H3 -2.89 -0.43 0.36
C1 0.62 0.78 0.12
H4 -1.72 1.89 -0.37
C2 1.75 -1.44 -0.19
S1 0.79 2.39 0.21
O2 -3.04 0.42 -0.10
N1 -1.76 0.88 -0.33
C3 1.79 -0.11 -0.05
H5 2.71 0.44 -0.08
C4 -0.75 0.15 0.21

=====

DFT (ωB97M-V/def2-TZVPD) results for 9 unconnected molecules or ions with the total composition C41H86B3ClF5NO18S9.

Output
Total charge: 0
DFT total energy, Eh: -7640.5754

CARTESIAN COORDINATES (ANGSTROEM)
H1 2.74 3.10 -0.63
S1 8.87 -2.06 -1.66
O1 -2.64 -3.52 -1.41
C1 -3.76 -0.76 4.55
H2 -3.58 0.36 -4.34
O2 -2.51 2.57 -4.85
C2 4.00 8.36 1.73
O3 5.30 6.09 2.18
H3 1.19 -1.50 1.47
H4 0.32 -5.40 2.33
C3 -2.46 -2.73 1.52
H5 2.81 7.13 -5.41
H6 -9.85 4.02 -1.62
C4 -9.83 2.93 -1.68
H7 9.55 -3.73 -3.24
H8 -7.21 2.93 2.35
H9 -8.50 3.14 3.56
H10 2.51 5.99 1.67
H11 0.64 -8.32 5.72
H12 3.16 0.62 -2.76
N1 -1.52 2.43 1.09
S2 0.10 -9.47 3.70
H13 1.37 -6.80 2.00
H14 -7.90 0.03 -0.58
C5 2.45 -3.95 0.46
C6 -1.92 1.62 -4.47
H15 0.11 2.48 -0.77
S3 4.33 6.99 2.86
S4 -5.88 -3.13 -5.21
H16 8.26 4.61 -1.14
H17 2.21 5.58 -3.55
H18 -5.99 -2.93 -7.57
O4 3.51 0.85 -1.88
H19 7.78 -2.06 -3.79
S5 -6.40 2.64 4.58
O5 -4.56 -3.82 -5.17
C7 -7.63 2.55 3.28
H20 1.57 1.78 0.44
H21 -7.62 -3.07 -6.86
H22 1.28 1.76 -1.84
C8 1.89 -0.36 -0.18
O6 -0.93 0.36 2.27
S6 -8.36 2.34 -0.84
O7 -8.55 2.63 0.61
H23 -8.05 -3.76 -4.40
H24 -7.92 1.51 3.15
F1 -1.22 -3.26 1.41
H25 -7.03 4.94 4.72
H26 -2.92 -2.38 -3.17
H27 3.72 7.97 0.76
H28 0.59 -5.00 0.00
H29 1.56 -11.10 4.67
H30 1.37 6.63 -6.35
H31 7.36 -0.64 -2.80
C9 -0.78 -2.40 6.21
H32 8.79 3.17 -2.04
C10 -1.69 -2.55 3.89
C11 -1.40 0.17 -0.30
F2 0.03 -3.39 5.82
O8 0.82 -0.61 -1.09
B1 -1.28 0.98 1.08
H33 2.71 5.33 3.31
H34 -5.33 4.67 5.17
O9 -1.46 -1.21 -0.05
H35 3.35 3.37 1.89
H36 2.90 -3.80 1.45
F3 -1.33 -2.72 7.39
O10 -5.18 1.96 4.05
C12 1.53 -5.19 0.51
H37 -9.65 0.33 -0.64
C13 3.97 2.81 1.19
H38 -3.10 -4.12 -3.34
H39 10.60 -3.68 -1.80
C14 -2.54 -3.34 -2.83
O11 -0.74 3.58 -2.76
H40 5.18 -1.20 -1.78
Cl1 -2.85 0.82 -1.19
H41 1.72 8.36 -6.11
H42 2.93 -1.65 1.29
C15 -7.04 -4.16 -4.29
C16 1.89 0.80 0.80
C17 -0.44 2.42 -2.80
C18 2.00 -1.63 0.72
H43 9.97 4.07 -1.06
H44 3.88 -2.35 -1.48
H45 9.84 4.26 1.52
C19 1.29 -5.71 1.96
H46 -5.21 -3.13 -1.14
O12 1.45 8.29 -3.19
S7 8.53 2.69 0.27
H47 4.91 8.95 1.64
H48 -10.72 2.52 -1.21
H49 8.56 3.50 2.49
H50 -8.68 0.36 -2.14
H51 0.76 5.01 -4.43
C20 -0.18 -8.96 5.40
H52 2.07 -10.62 3.04
H53 -2.41 -0.16 -5.59
H54 2.05 -5.32 2.64
H55 0.64 5.51 -2.73
C21 10.07 -3.08 -2.53
H56 -7.00 -5.18 -4.66
F4 -3.34 -3.78 1.34
O13 1.72 -2.81 0.01
H57 5.03 2.97 1.38
H58 -1.11 -8.40 5.43
C22 1.77 7.37 -5.66
C23 -2.62 -2.17 2.92
H59 4.76 -1.65 -0.12
C24 8.93 3.75 -1.13
C25 -0.18 0.32 -1.29
C26 -1.80 -2.02 5.18
C27 -8.69 0.59 -1.07
H60 8.14 4.79 1.35
H61 1.95 6.92 3.09
H62 -2.48 2.68 1.28
H63 -6.59 -4.52 -7.03
C28 8.79 3.94 1.53
H64 4.46 3.03 -0.90
H65 -2.13 -0.44 -3.82
C29 -6.60 -3.45 -6.83
C30 8.17 -1.29 -3.12
F5 0.03 -1.33 6.46
O14 7.84 -2.98 -1.10
C31 -2.53 0.23 -4.58
C32 2.71 6.24 2.71
C33 1.14 5.70 -3.67
C34 -2.82 -1.12 5.51
C35 -3.64 -1.30 3.28
H66 -0.89 2.88 1.75
O15 -0.62 1.67 -3.95
H67 2.05 -5.99 -0.02
H68 1.33 0.59 1.72
H69 10.78 -2.44 -3.06
C36 -2.72 -1.70 0.37
H70 -0.89 -3.24 3.69
S8 3.63 1.03 1.36
H71 2.38 -9.53 4.42
H72 -1.69 0.40 2.86
C37 1.69 -10.26 3.99
C38 4.36 -1.43 -1.11
H73 -0.26 -9.84 6.04
H74 -1.50 -3.42 -3.15
H75 -9.79 2.63 -2.73
H76 -5.80 4.66 3.46
C39 3.70 3.39 -0.20
S9 0.77 7.39 -4.16
H77 8.94 -0.71 -3.63
C40 0.21 1.78 -1.59
H78 -0.65 0.00 -2.24
B2 3.27 -0.28 -1.05
H79 -6.75 -4.14 -3.24
H80 -4.35 -1.00 2.51
H81 -4.55 -0.06 4.78
B3 -3.41 -2.56 -0.80
C41 -6.11 4.41 4.47
O16 7.07 2.43 0.21
H82 -2.86 -0.70 6.51
O17 0.36 -8.24 2.90
H83 3.25 -4.16 -0.26
O18 -4.72 -2.29 -1.18
H84 3.21 8.98 2.14
H85 3.76 4.48 -0.22
H86 -3.38 -0.96 0.80

=====

| no. | HOMO energy (eV) | largest force on an atom (eV/A) |
| --- | --- | --- |
| 1 | -8.01 | 3.2 |
| 2 | -7.96 | 1.1 |
| 3 | -9.51 | 0.6 |
| 4 | -9.34 | 0.6 |
| 5 | -7.97 | 2.3 |